(1)
Entry from the OMol25 dataset: a cluster of 2 separate species, C9H14 in total at a distorted geometry (ωB97M-V/def2-TZVPD).

XYZ file:
```
23
Properties=species:S:1:pos:R:3:forces:R:3:lowdin_charge:R:1
C 0.34830 3.76124 0.74210 0.805 0.534 -1.404 -0.062
C 0.29109 2.27586 0.50316 -0.722 0.438 -0.171 -0.287
C 0.57780 1.78037 -0.76274 -0.569 -0.672 -0.005 -0.053
C 0.64674 0.39974 -0.95845 0.641 0.142 0.168 -0.078
C 0.52240 -0.44170 0.12927 0.282 0.287 0.683 -0.116
C 0.17364 0.04854 1.39182 -0.174 -0.424 -1.037 -0.075
C -0.05683 1.40301 1.53608 1.102 0.198 0.497 -0.053
H 0.68083 4.26645 -0.17709 -0.223 -0.320 -0.181 0.070
H 1.20301 4.01994 1.37039 -0.588 -0.004 0.779 0.083
H -0.59554 4.26120 0.94531 0.031 -0.195 0.762 0.079
H 0.65304 2.45138 -1.60807 0.333 0.091 0.065 0.106
H 0.97225 -0.02413 -1.90055 -0.228 0.145 -0.147 0.103
H 0.80152 -1.47541 0.07819 -0.076 -0.081 -0.328 0.063
H 0.11669 -0.70089 2.16958 -0.235 0.375 0.383 0.103
H -0.26671 1.83094 2.51031 -0.181 -0.077 -0.007 0.111
C -0.89956 -3.42217 -0.40720 -0.678 -0.228 0.378 -0.175
C -1.00654 -4.24644 -1.68703 -1.369 -0.189 0.479 -0.161
H -1.25819 -3.97960 0.46330 -0.010 -0.112 -0.105 0.067
H 0.06993 -3.05258 -0.11122 0.303 -0.202 -0.446 0.024
H -1.56314 -2.56166 -0.50257 0.107 0.106 0.123 0.069
H -1.96193 -4.78638 -1.64879 0.043 -0.060 0.213 0.061
H -1.20486 -3.59607 -2.53774 0.954 -0.120 -0.324 0.061
H -0.27868 -5.04323 -1.79548 0.452 0.367 -0.375 0.060
```
Positions in Å, forces in eV/Å.

- SMILES = Cc1ccccc1.CC
- energy above the lowest of the compared OMol25 structures with the same formula, charge and spin (kcal per mole) = 17.7
- HOMO (eV) = -8.99
- LUMO level (eV) = 1.06

***

(2)
Entry from the OMol25 dataset: a structure of composition C11H23InN3O3 at a distorted geometry (ωB97M-V/def2-TZVPD).

XYZ file:
```
41
Properties=species:S:1:pos:R:3:forces:R:3:lowdin_charge:R:1
C 1.22497 -1.37588 2.04460 -1.028 -0.263 1.013 -0.113
N 2.11921 -0.41543 1.27977 -0.709 -0.623 -0.796 -0.134
C 2.17756 -0.72838 -0.19518 0.208 -1.241 -0.043 -0.187
C 2.20605 0.55225 -1.20197 0.892 -0.603 0.711 -0.138
C 3.80060 1.03954 -1.04878 0.322 1.416 -0.026 -0.060
N 3.80300 2.10417 0.06933 -2.778 -0.798 0.072 0.145
C 2.42658 2.69313 0.41694 -0.297 1.674 3.095 -0.133
O 2.05747 3.54918 1.36880 2.423 -5.833 -6.561 0.098
C 1.52967 1.98652 -0.80746 3.264 1.465 -1.942 -0.130
O 0.08043 2.19458 -0.83022 4.525 -5.329 2.243 -0.379
C -0.69244 1.03168 -0.39641 -2.356 -1.645 0.314 -0.130
C -2.17367 1.60965 0.12165 1.874 -0.840 3.068 -0.264
N -2.76915 0.49774 0.96932 -1.323 0.614 -3.641 0.076
C -3.32457 -0.58380 0.06919 -1.113 1.317 0.630 -0.082
C -2.42646 -1.96746 0.02579 0.157 -3.182 -0.516 -0.298
C -3.14206 -2.91992 -1.14794 -0.855 0.306 0.071 -0.025
O -2.47585 -2.72276 1.30161 0.824 3.099 -1.806 0.018
H 1.77314 -2.34994 2.39849 -1.118 1.841 -0.688 0.125
H 0.80615 -0.78280 2.98982 0.999 -1.414 -1.880 0.123
H 0.27859 -1.69950 1.40373 2.088 0.689 1.130 0.062
H 3.05323 -0.45551 1.74510 -0.986 0.046 -0.791 0.131
H 1.27050 -1.41953 -0.54455 1.689 1.348 0.840 0.142
H 3.15058 -1.40044 -0.35688 -2.101 1.350 -0.318 0.169
H 1.98607 0.15531 -2.29945 0.374 1.221 2.306 0.190
H 4.09287 1.55134 -2.07876 -0.561 -0.796 1.941 0.184
H 4.58521 0.17539 -0.87479 -1.755 1.864 -0.057 0.170
H 4.44505 1.92092 0.87105 -0.508 0.632 -0.724 0.175
H 1.88127 2.67156 -1.72271 -0.755 -1.232 1.839 0.204
H -0.25748 0.43861 0.51287 -0.335 1.353 -1.853 0.159
H -0.92414 0.38250 -1.34532 0.853 0.961 1.883 0.170
H -1.90045 2.48460 0.88642 -0.849 -1.540 -1.448 0.160
H -2.85550 1.97244 -0.75763 0.408 -0.795 1.239 0.084
H -3.46510 0.85037 1.66269 0.784 -0.487 -0.229 0.180
H -4.39321 -0.87125 0.45260 2.078 0.336 -0.826 0.187
H -3.35954 -0.13122 -1.02289 0.076 -1.433 2.042 0.162
H -1.32782 -1.77834 -0.34345 -1.854 0.094 1.085 0.131
H -3.27018 -2.29216 -2.14313 0.417 -1.261 2.074 0.108
H -4.23491 -3.24013 -0.80066 2.479 0.667 -0.635 0.132
H -2.51679 -3.89467 -1.37740 -1.093 2.121 0.740 0.130
H -1.94570 -2.22208 1.99902 -0.774 -1.025 -1.109 0.133
In -1.29321 3.38972 -1.29321 -3.589 5.926 -2.448 1.325
```
Positions in Å, forces in eV/Å.

- total charge = +3
- HOMO (eV) = -18.62
- LUMO level (eV) = -16.45

***

(3)
Entry from the OMol25 dataset: a structure of composition C6H29O16 at a distorted geometry (ωB97M-V/def2-TZVPD).

XYZ file:
```
51
Properties=species:S:1:pos:R:3:forces:R:3:lowdin_charge:R:1
C 0.05212 0.54465 -0.84489 -0.501 -0.312 -0.642 0.019
C 0.29605 0.24813 0.61673 -0.143 1.875 -3.481 -0.462
O -0.63540 0.38765 1.42934 3.244 2.062 -5.082 -0.037
O 1.48456 0.04576 0.95792 -4.024 -1.856 -6.461 -0.059
H -0.09123 -0.35605 -1.44179 0.108 -0.007 0.315 0.084
H 0.87248 1.08197 -1.32071 0.073 -0.388 0.596 0.083
H -0.86816 1.10841 -0.99772 0.805 -0.464 0.825 0.053
C -2.12265 -1.36577 -0.16308 -1.106 -0.699 -1.050 -0.055
C -2.77231 -2.70206 0.15503 1.536 -2.131 3.346 -0.812
O -2.29955 -3.45195 1.05444 1.490 0.780 0.225 -0.106
O -3.82355 -3.04622 -0.36038 -2.982 0.855 -2.966 -0.115
H -2.94930 -0.66964 -0.02111 0.494 -0.195 -0.351 0.069
H -1.84944 -1.44680 -1.21517 -0.400 0.399 0.003 0.052
H -1.23877 -1.03375 0.38154 -1.332 -1.492 -0.392 0.050
C 0.25618 -2.67179 -1.37654 -0.801 1.413 0.032 -0.042
C 0.94908 -3.85659 -1.91223 1.600 -0.791 -1.250 -0.851
O 1.92823 -4.25041 -1.29789 2.357 -0.518 3.086 -0.094
O 0.72664 -4.37631 -3.02028 -2.337 0.199 -2.182 -0.137
H 0.92785 -1.81658 -1.30187 0.702 -0.579 -0.215 0.045
H -0.10788 -2.77393 -0.35423 -0.244 -0.567 -0.163 0.087
H -0.52563 -2.31800 -2.04864 -0.230 -0.447 0.029 0.065
O 1.25411 -1.44499 2.54115 1.775 -3.385 2.177 -0.050
H 2.17624 -1.24085 2.69685 0.077 -0.676 -0.489 0.022
H 1.04711 -1.00598 1.71614 0.776 -1.596 1.442 -0.033
O 0.37033 2.12009 2.50114 -1.053 3.486 0.950 -0.058
H 0.01346 1.43035 1.94156 0.010 1.233 1.695 -0.086
H 1.31690 1.97918 2.48166 -0.142 0.502 0.756 -0.048
O 0.45671 3.21686 -0.27538 -3.550 2.287 -0.567 -0.002
H 0.24735 2.74344 -1.08053 -0.099 0.104 -1.035 -0.001
H 0.03595 4.06995 -0.38227 0.027 0.203 0.270 0.092
O 2.79150 -0.38474 -1.01550 1.202 -0.263 -1.917 -0.045
H 2.15973 -0.02657 -0.39195 0.367 -0.388 0.064 -0.057
H 3.60544 -0.45803 -0.51714 0.079 -0.117 0.068 0.042
O 2.34811 0.96342 2.56921 5.582 1.642 5.178 -0.055
H 2.68745 0.16442 2.97256 -0.164 0.472 0.331 0.056
H 2.12203 0.70399 1.67601 0.764 -0.001 1.819 -0.158
O 2.37772 2.29536 0.30807 3.242 -0.682 0.056 -0.058
H 1.47356 2.55254 0.12756 0.708 0.362 0.745 -0.135
H 2.31536 1.38426 0.59487 0.975 1.423 -1.067 -0.027
O -2.65939 1.00642 0.88140 -4.074 2.519 -0.691 -0.051
H -1.71348 0.93157 1.00741 0.336 -0.146 0.160 -0.109
H -2.76561 1.76357 0.30548 -0.443 0.476 0.134 0.015
O -0.77363 -0.93961 2.97355 -2.579 -3.082 5.161 -0.061
H -0.73772 -0.59548 2.08107 -0.846 -2.020 2.112 -0.138
H -1.41803 -0.38839 3.41756 -0.388 0.125 -0.133 0.041
O 0.12434 2.55469 -2.80270 1.934 1.149 -0.993 -0.073
H -0.73932 2.21388 -3.03543 -0.467 -0.081 -0.103 -0.047
H 0.73826 1.89955 -3.13454 0.441 -0.070 -0.031 0.068
O -2.02766 1.73731 -2.57238 -2.353 -0.149 -0.470 -0.008
H -2.92996 1.81542 -2.88218 -0.273 -0.175 -0.197 0.087
H -2.10636 1.65771 -1.62175 -0.169 -0.292 0.351 0.039
```
Positions in Å, forces in eV/Å.

- energy above the lowest of the compared OMol25 structures with the same formula, charge and spin (kcal per mole) = 323.5
- total charge = -3
- HOMO (eV) = 1.89
- LUMO level (eV) = 5.82

***

(4)
Entry from the OMol25 dataset: a structure of composition C31H24Cl2N4O6S2V at a distorted geometry (ωB97M-V/def2-TZVPD).

XYZ file:
```
70
Properties=species:S:1:pos:R:3:forces:R:3:lowdin_charge:R:1
V -1.03805 1.73033 0.09504 -1.014 -0.404 -0.329 0.392
C -2.27244 5.11143 -2.94686 -0.004 -0.011 -0.094 -0.162
C -2.01036 4.31559 -1.69677 0.046 -0.089 0.173 -0.812
S -0.54503 3.32942 -1.70897 0.016 -0.056 -0.239 0.522
C -2.82878 4.34959 -0.63154 0.111 -0.001 0.081 -0.791
C -4.10093 5.16833 -0.64067 -0.055 0.047 0.055 -0.167
S -2.51155 3.45514 0.86777 -0.104 0.294 -0.039 0.518
H -1.32762 5.43926 -3.38566 0.015 -0.004 0.009 0.047
H -2.88668 5.99515 -2.76256 -0.028 0.009 0.030 0.050
H -2.78327 4.50969 -3.70861 0.005 -0.037 -0.003 0.063
H -3.90544 6.23420 -0.79855 0.024 0.026 -0.001 0.059
H -4.62262 5.06474 0.30963 0.022 -0.018 0.006 0.037
H -4.78687 4.84619 -1.43082 0.008 -0.017 -0.017 0.068
O -0.04305 -0.58839 0.66186 -0.284 0.366 -0.094 -0.071
C -0.69608 -1.78906 2.64634 -0.074 -0.056 0.071 -0.051
C 0.74633 -2.08560 2.98279 0.068 -0.057 -0.134 -0.116
C 1.19386 -3.35455 3.25808 -0.192 0.163 0.061 0.031
C 2.51617 -3.58414 3.64087 0.232 -0.535 0.138 -0.191
C 3.41467 -2.52872 3.77908 0.008 0.183 -0.030 -0.035
C 2.99561 -1.25282 3.50650 -0.076 0.024 0.013 -0.012
C 1.66632 -0.97381 3.05313 0.114 -0.172 -0.144 -0.365
O 1.31294 0.19075 2.68758 0.039 0.101 0.231 -0.058
N 2.95404 -4.92964 3.92059 -0.184 0.461 -0.095 -0.380
O 4.12646 -5.11172 4.24562 -0.037 -0.102 0.010 0.000
O 2.14211 -5.84655 3.82677 0.108 -0.039 0.029 0.011
H -1.33621 -2.58757 3.01776 -0.096 0.089 -0.057 0.118
H 0.52654 -4.20228 3.20579 -0.017 -0.015 -0.002 0.107
H 4.42797 -2.73453 4.09222 0.012 -0.005 0.004 0.104
H 3.67087 -0.41095 3.59622 0.021 0.007 -0.010 0.100
N 3.39593 5.05675 3.35249 -0.043 -0.102 -0.085 0.131
C 3.04661 4.24799 2.61207 -0.083 -0.291 -0.236 -0.174
C 2.65229 3.22868 1.65342 0.064 0.643 0.712 -0.199
C 3.62325 2.52101 0.96326 0.109 -0.134 -0.114 -0.022
C 3.20267 1.57683 0.05270 -0.021 -0.101 -0.161 -0.026
C 1.84549 1.40141 -0.15860 0.138 0.168 0.082 -0.113
N 0.91460 2.08655 0.51600 0.987 0.133 0.628 -0.110
C 1.31011 2.96938 1.43930 -0.065 -0.095 -0.360 -0.054
H 4.67326 2.71017 1.14061 -0.011 0.000 0.022 0.116
H 3.90868 0.97891 -0.50565 0.001 0.004 -0.015 0.110
H 1.48505 0.69182 -0.89261 -0.028 -0.032 0.022 0.112
H 0.52525 3.48850 1.97479 0.013 0.018 -0.042 0.123
Cl -2.84433 0.90393 -2.88680 -0.153 -0.109 -0.020 0.757
C -1.34781 0.30931 -3.51439 0.017 0.154 -0.138 -0.594
C -0.81617 0.93022 -4.62275 0.051 -0.035 -0.036 -0.129
C 0.39994 0.50609 -5.14184 -0.106 -0.007 0.081 -0.104
C 1.08838 -0.49754 -4.48918 -0.019 -0.021 0.028 -0.139
C 0.56695 -1.08312 -3.34245 0.277 0.001 -0.087 -0.574
Cl 1.63030 -2.16056 -2.47574 -0.074 -0.018 0.024 0.722
C -0.69113 -0.73764 -2.83608 -0.153 -0.017 0.067 -0.292
N -1.28196 -1.26344 -1.71588 -0.030 0.152 0.229 0.089
C -1.12665 -2.54072 -1.15334 -0.097 0.177 -0.146 -0.215
C -1.13983 -3.65058 -1.98979 0.038 -0.100 -0.089 -0.064
C -1.09585 -4.93301 -1.47325 0.020 0.017 -0.013 -0.103
C -1.08445 -5.11120 -0.09964 -0.015 0.087 0.000 -0.089
C -1.08729 -3.99795 0.72923 0.031 -0.070 -0.015 -0.013
C -1.07678 -2.69921 0.23677 0.168 -0.130 0.256 -0.046
C -1.02587 -1.48873 1.16786 0.150 -0.042 -0.092 -0.336
C -2.43277 -0.82666 1.13209 0.034 0.096 -0.307 -0.592
O -3.37354 -1.43499 1.61681 -0.091 -0.086 0.144 0.059
O -2.47197 0.30079 0.52174 -0.219 -0.059 0.134 -0.176
H -1.35775 1.75887 -5.05438 0.006 0.020 -0.031 0.100
H 0.82223 0.98511 -6.01346 0.015 0.016 -0.029 0.094
H 2.06664 -0.81286 -4.82439 0.019 -0.011 -0.010 0.090
H -1.84932 -0.61194 -1.17471 0.059 -0.119 -0.079 0.074
H -1.19371 -3.48860 -3.05975 0.002 -0.001 -0.016 0.112
H -1.08742 -5.78536 -2.14160 -0.018 -0.007 -0.012 0.092
H -1.07292 -6.10337 0.33185 0.014 -0.021 0.006 0.094
H -1.08235 -4.15403 1.79471 -0.018 -0.011 0.054 0.091
H 0.37544 -0.14881 1.46311 0.274 -0.143 -0.040 0.038
H -0.99207 -0.88145 3.18484 0.071 -0.075 0.059 0.141
```
Positions in Å, forces in eV/Å.

- energy above the lowest of the compared OMol25 structures with the same formula, charge and spin (kcal per mole) = 0.0
- total charge = -2
- HOMO (spin up / spin down) (eV) = -0.91 / -1.42
- 2S+1 = 4
- LUMO level (spin up / spin down) (eV) = 4.16 / 4.16

***

(5)
Entry from the OMol25 dataset: a structure of composition C4H8O2 (ωB97M-V/def2-TZVPD).

XYZ file:
```
14
Properties=species:S:1:pos:R:3:forces:R:3:lowdin_charge:R:1
C -0.82959 -1.09682 0.11871 -0.080 0.046 0.055 -0.163
C -1.36025 0.28491 -0.14402 -0.155 -0.120 0.005 -0.204
O -0.36031 1.17332 -0.60161 0.002 0.038 -0.059 -0.147
C 0.80618 1.12398 0.19594 0.193 0.014 0.052 -0.205
C 1.27580 -0.28185 0.44472 0.015 0.079 0.072 -0.164
O 0.35485 -1.19272 0.68684 0.013 -0.014 -0.057 -0.084
H -1.49109 -1.91692 0.37487 0.087 0.112 -0.067 0.117
H 0.23946 -1.12660 -1.53741 -0.010 0.034 0.069 0.106
H -2.12764 0.24970 -0.92265 0.092 -0.010 0.127 0.130
H -1.83131 0.69240 0.77043 0.081 -0.056 -0.115 0.130
H 0.62536 1.64081 1.15743 -0.003 -0.082 -0.130 0.130
H 1.57587 1.68675 -0.33995 -0.093 -0.083 0.094 0.130
H 2.21362 -0.48189 0.95114 -0.120 0.030 -0.102 0.117
H 0.97546 -0.83512 -1.42037 -0.023 0.011 0.057 0.106
```
Positions in Å, forces in eV/Å.

- energy above the lowest of the compared OMol25 structures with the same formula, charge and spin (kcal per mole) = 125.7
- HOMO (eV) = -7.47
- LUMO level (eV) = 0.81

***

> What is the formula in the third record?

C6H29O16